This record from the Open Molecules 2025 dataset describes C16H12Cl2F3N3O6SV as an isolated structure. The level of theory is ωB97M-V/def2-TZVPD.

Calculated values
Spin multiplicity   2
Charge   0
DFT total energy   -103263.485 eV
E_LUMO (alpha / beta)   -1.0 / -1.2 eV
HOMO-LUMO gap (alpha / beta)   0.2265 / 0.2317 hartree
Maximum force   0.0226 Eh/bohr
Energy above the lowest of the compared OMol25 structures with the same formula, charge and spin   0.000 eV

```
44
Properties=species:S:1:pos:R:3:nbo_charge:R:1
V -0.517 0.646 0.253 0.811
O 3.771 -5.350 2.386 -0.666
C 3.577 -4.044 2.684 0.775
O 4.065 -3.577 3.673 -0.556
C 2.736 -3.262 1.724 -0.162
C 2.101 -2.138 2.217 -0.195
C 1.304 -1.353 1.376 0.162
C 1.173 -1.737 0.029 0.122
C 1.833 -2.857 -0.470 -0.204
C 2.605 -3.628 0.377 -0.238
N 0.431 -0.816 -0.709 -0.435
C 0.271 -0.880 -2.016 -0.027
C -0.193 0.323 -2.622 0.155
C -0.379 0.471 -4.001 -0.221
C -0.712 1.711 -4.497 -0.145
C -0.852 2.785 -3.613 -0.261
C -0.677 2.560 -2.264 0.087
N -0.362 1.363 -1.761 -0.496
H 3.213 -5.602 1.640 0.483
H 2.231 -1.871 3.259 0.238
H 0.762 0.051 2.701 0.389
H 1.767 -3.118 -1.517 0.214
H 3.148 -4.473 -0.027 0.209
H 0.504 -1.735 -2.636 0.195
H -0.255 -0.381 -4.654 0.225
H -0.864 1.851 -5.559 0.224
H -1.116 3.773 -3.961 0.230
H -0.816 3.355 -1.543 0.211
Cl 1.300 2.506 0.640 0.094
C 0.547 3.656 1.777 -0.387
Cl 0.207 2.918 3.339 0.003
H -0.391 3.971 1.338 0.251
H 1.253 4.465 1.911 0.234
O -1.763 -1.483 2.182 -0.475
C -1.340 -0.657 1.520 0.590
N 0.595 -0.254 1.751 -0.780
F -5.278 0.764 0.803 -0.304
C -4.246 1.456 1.277 0.721
F -4.680 2.624 1.745 -0.306
F -3.693 0.776 2.278 -0.306
S -3.034 1.768 -0.079 2.341
O -3.737 2.571 -1.020 -0.907
O -2.594 0.452 -0.549 -0.918
O -1.893 2.401 0.614 -0.975
```

---

This record from the Open Molecules 2025 dataset describes a 2-piece molecular cluster, C9H14O overall. The level of theory is ωB97M-V/def2-TZVPD.

Calculated values
Charge   0
SMILES   Cc1ccc(O)cc1.CC
DFT total energy   -11607.305 eV
E_LUMO   0.9 eV
HOMO-LUMO gap   0.3426 hartree
Maximum force   0.0191 Eh/bohr
Energy above the lowest of the compared OMol25 structures with the same formula, charge and spin   0.331 eV

```
24
Properties=species:S:1:pos:R:3:nbo_charge:R:1
C -2.666 1.994 -1.140 -0.628
C -1.769 0.810 -0.998 -0.057
C -2.224 -0.365 -0.383 -0.185
C -1.379 -1.433 -0.171 -0.265
C -0.085 -1.414 -0.696 0.300
O 0.670 -2.561 -0.586 -0.681
C 0.412 -0.251 -1.264 -0.296
C -0.432 0.850 -1.369 -0.177
H -2.170 2.929 -0.863 0.218
H -3.579 1.963 -0.541 0.217
H -2.984 2.166 -2.170 0.217
H -3.275 -0.427 -0.142 0.211
H -1.661 -2.335 0.361 0.226
H 1.329 -2.560 -1.300 0.481
H 1.471 -0.182 -1.485 0.215
H -0.044 1.747 -1.824 0.207
C 2.851 -0.639 1.674 -0.622
C 1.747 0.379 1.966 -0.620
H 3.439 -0.891 2.553 0.208
H 2.469 -1.530 1.188 0.214
H 3.549 -0.242 0.953 0.198
H 2.044 1.373 1.621 0.202
H 1.523 0.488 3.035 0.203
H 0.764 0.132 1.579 0.216
```

---

This record from the Open Molecules 2025 dataset describes C32H29N4O2S3SiSr as an isolated structure. The level of theory is ωB97M-V/def2-TZVPD.

Calculated values
Charge   -1
DFT total energy   -84935.202 eV
E_LUMO   2.5 eV
HOMO-LUMO gap   0.2553 hartree
Maximum force   0.0123 Eh/bohr
Energy above the lowest of the compared OMol25 structures with the same formula, charge and spin   0.659 eV

```
72
Properties=species:S:1:pos:R:3:lowdin_charge:R:1
Sr 0.021 -0.144 -0.104 1.268
C 5.731 4.704 0.381 -0.204
Si 4.408 3.764 -0.587 0.485
C 3.085 5.017 -1.015 -0.186
C 5.262 3.103 -2.119 -0.199
C 3.781 2.398 0.538 -0.262
C 4.238 2.280 1.836 -0.100
C 3.743 1.291 2.687 -0.087
C 2.786 0.446 2.179 -0.173
N 2.332 0.502 0.926 -0.101
C 2.804 1.456 0.091 -0.803
S 2.183 1.483 -1.522 0.496
H 6.138 5.499 -0.250 0.023
H 6.563 4.059 0.676 0.026
H 5.326 5.171 1.282 0.026
H 3.526 5.860 -1.555 0.024
H 2.621 5.403 -0.105 0.032
H 2.306 4.566 -1.627 0.007
H 5.764 3.917 -2.650 0.022
H 4.548 2.627 -2.788 -0.007
H 6.020 2.365 -1.843 0.029
H 4.982 2.975 2.211 0.085
H 4.077 1.199 3.712 0.090
H 2.354 -0.324 2.805 0.079
O -3.139 -1.446 -2.153 -0.305
S -1.784 -1.936 -2.060 0.521
O -0.729 -1.034 -2.495 -0.420
N -1.306 -2.350 -0.638 -0.245
C -2.046 -3.052 0.281 -0.268
C -3.164 -3.819 0.016 -0.022
C -3.795 -4.558 1.033 -0.088
C -3.329 -4.552 2.316 -0.066
C -2.193 -3.770 2.636 -0.163
C -1.662 -3.692 3.942 -0.022
C -0.580 -2.901 4.185 -0.053
C -0.022 -2.174 3.116 -0.137
N -0.471 -2.220 1.888 0.085
C -1.549 -3.014 1.630 -0.154
C -1.715 -3.371 -3.109 -0.274
C -0.695 -4.294 -2.925 -0.055
C -0.632 -5.412 -3.743 -0.081
C -1.586 -5.600 -4.735 -0.095
C -2.604 -4.674 -4.910 -0.084
C -2.675 -3.554 -4.092 -0.058
H -3.571 -3.835 -0.986 0.101
H -4.671 -5.146 0.784 0.100
H -3.815 -5.123 3.097 0.101
H -2.133 -4.259 4.737 0.112
H -0.153 -2.807 5.174 0.100
H 0.819 -1.517 3.299 0.079
H 0.032 -4.130 -2.140 0.117
H 0.159 -6.138 -3.603 0.101
H -1.537 -6.475 -5.372 0.097
H -3.349 -4.824 -5.681 0.099
H -3.467 -2.825 -4.196 0.111
S -2.376 3.260 3.041 0.940
C -1.413 2.363 4.130 -0.474
C -0.652 1.435 3.480 -0.272
C -0.795 1.389 2.052 -0.221
C -1.708 2.344 1.684 -0.546
C -2.194 2.641 0.334 -0.303
C -3.280 3.499 0.103 -0.054
C -3.685 3.751 -1.190 -0.083
C -3.029 3.136 -2.248 -0.078
C -1.994 2.272 -1.940 -0.137
N -1.586 2.031 -0.696 0.041
H -1.450 2.569 5.190 0.045
H 0.019 0.787 4.037 0.066
H -3.794 3.957 0.937 0.074
H -4.519 4.418 -1.375 0.100
H -3.319 3.301 -3.276 0.094
H -1.464 1.734 -2.719 0.107
```

---

This record from the Open Molecules 2025 dataset describes C24H21IrN4O2PS2 as an isolated structure. The level of theory is ωB97M-V/def2-TZVPD.

Calculated values
Spin multiplicity   5
Charge   +1
DFT total energy   -69073.708 eV
E_LUMO (alpha / beta)   -3.0 / -5.8 eV
HOMO-LUMO gap (alpha / beta)   0.2644 / 0.2186 hartree
Maximum force   0.0190 Eh/bohr
Energy above the lowest of the compared OMol25 structures with the same formula, charge and spin   0.032 eV

```
55
Properties=species:S:1:pos:R:3:nbo_charge:R:1
Ir -0.080 -0.908 0.259 0.709
C -4.907 -0.331 2.782 -0.278
O -3.483 -0.152 2.904 -0.459
C -2.663 -0.621 1.982 0.907
O -1.459 -0.443 2.097 -0.656
N -3.203 -1.295 0.928 -0.493
N -2.314 -1.800 -0.029 -0.657
H -5.339 0.178 3.634 0.236
H -5.161 -1.390 2.833 0.192
H -5.272 0.127 1.863 0.193
H -4.184 -1.498 0.848 0.411
H -2.595 -1.515 -0.962 0.404
H -2.284 -2.815 0.017 0.395
S 0.266 -1.210 -2.074 0.004
C 0.372 0.501 -2.148 -0.358
S -0.090 1.275 -0.717 0.187
C 0.910 1.217 -3.225 -0.205
C 1.420 0.524 -4.364 0.238
N 1.841 -0.051 -5.268 -0.204
C 1.023 2.641 -3.183 0.238
N 1.119 3.787 -3.144 -0.207
C 4.349 -4.341 2.340 -0.175
C 3.052 -4.434 1.862 -0.196
C 2.349 -3.277 1.547 -0.214
C 2.940 -2.031 1.717 -0.312
C 4.251 -1.944 2.192 -0.198
C 4.949 -3.096 2.506 -0.200
P 2.044 -0.527 1.295 0.953
C 1.723 0.364 2.835 -0.296
C 1.899 -0.260 4.066 -0.205
C 1.582 0.412 5.240 -0.201
C 1.090 1.705 5.188 -0.181
C 0.902 2.332 3.960 -0.190
C 1.209 1.663 2.787 -0.228
C 3.173 0.470 0.292 -0.384
C 3.520 -0.017 -0.970 -0.208
C 4.372 0.711 -1.787 -0.196
C 4.885 1.926 -1.347 -0.178
C 4.562 2.401 -0.086 -0.197
C 3.710 1.674 0.738 -0.192
H 4.901 -5.240 2.578 0.230
H 2.589 -5.402 1.729 0.226
H 1.336 -3.348 1.166 0.208
H 4.727 -0.977 2.310 0.227
H 5.964 -3.028 2.876 0.231
H 2.283 -1.271 4.114 0.226
H 1.728 -0.078 6.194 0.228
H 0.853 2.229 6.105 0.227
H 0.516 3.342 3.918 0.227
H 1.059 2.159 1.834 0.221
H 3.140 -0.972 -1.311 0.227
H 4.637 0.328 -2.765 0.232
H 5.546 2.497 -1.987 0.231
H 4.973 3.339 0.263 0.230
H 3.463 2.058 1.720 0.230
```

---

This record from the Open Molecules 2025 dataset describes a 2-piece molecular cluster, C2H2Cl2S2 overall. The level of theory is ωB97M-V/def2-TZVPD.

Calculated values
Charge   0
SMILES   S=CC(=S)Cl.Cl
DFT total energy   -48820.224 eV
E_LUMO   -2.3 eV
HOMO-LUMO gap   0.2599 hartree
Maximum force   0.0542 Eh/bohr
Energy above the lowest of the compared OMol25 structures with the same formula, charge and spin   0.916 eV

```
8
Properties=species:S:1:pos:R:3:nbo_charge:R:1
S 1.347 1.824 -0.087 0.167
C 0.063 1.095 -0.726 -0.375
C 0.071 -0.331 -0.958 -0.260
S -1.202 -1.006 -1.683 0.180
Cl 1.564 -1.171 -0.686 0.063
H -0.729 1.514 -1.246 0.224
Cl -1.040 -1.392 2.746 -0.271
H -0.073 -0.533 2.639 0.271
```

---

This record from the Open Molecules 2025 dataset describes C10H27NO13PS4 as an isolated structure. The level of theory is ωB97M-V/def2-TZVPD.

Calculated values
Charge   -1
DFT total energy   -91545.737 eV
E_LUMO   1.8 eV
HOMO-LUMO gap   0.2729 hartree
Maximum force   0.0241 Eh/bohr

```
56
Properties=species:S:1:pos:R:3:nbo_charge:R:1
C 1.749 -3.837 5.477 -0.641
C 1.931 -3.969 3.968 0.083
O 1.429 -5.226 3.484 -0.732
C 1.134 -2.929 3.188 -0.075
O 1.535 -1.652 3.648 -0.731
S 0.808 -0.324 3.079 2.494
O 0.877 0.543 4.238 -0.948
O 1.526 0.028 1.869 -0.960
N -0.673 -0.739 2.671 -1.252
S -1.724 -1.181 3.766 2.025
O -2.894 -0.306 3.730 -0.968
O -1.150 -1.503 5.065 -0.980
P -2.674 -3.057 3.065 0.826
C -1.957 -4.178 4.328 -1.024
O -1.770 -3.484 1.717 -0.988
H 0.676 -3.875 5.724 0.217
H 2.133 -2.869 5.823 0.244
H 2.287 -4.630 6.012 0.188
H 2.996 -3.866 3.711 0.157
H 1.759 -5.908 4.059 0.462
H 1.304 -3.034 2.111 0.201
H 0.074 -3.095 3.390 0.181
H -1.356 -4.975 3.870 0.234
H -1.334 -3.632 5.046 0.280
H -2.800 -4.632 4.867 0.228
H -1.619 -4.426 1.733 0.485
O 0.921 -2.292 -1.229 -0.940
S -0.234 -1.902 -1.983 2.391
O -0.180 -2.026 -3.414 -0.964
O -0.660 -0.437 -1.596 -0.719
C 0.361 0.594 -1.608 -0.079
C 0.674 1.088 -3.006 -0.641
C -1.663 -2.728 -1.384 -0.900
H 1.234 0.226 -1.084 0.219
H -0.064 1.383 -0.993 0.200
H 1.158 0.320 -3.609 0.221
H 1.341 1.948 -2.942 0.219
H -0.237 1.394 -3.524 0.212
H -1.734 -2.615 -0.299 0.295
H -1.545 -3.776 -1.653 0.237
H -2.533 -2.308 -1.881 0.242
O -0.998 4.856 -6.075 -0.943
S 0.285 5.202 -5.541 2.388
O 0.998 4.253 -4.747 -0.931
O 0.151 6.566 -4.741 -0.728
C -0.883 6.627 -3.723 -0.077
C -0.513 5.880 -2.460 -0.643
C 1.332 5.791 -6.826 -0.887
H -1.816 6.262 -4.153 0.201
H -0.994 7.693 -3.532 0.192
H -0.460 4.806 -2.629 0.234
H -1.267 6.069 -1.696 0.222
H 0.456 6.210 -2.088 0.218
H 0.792 6.533 -7.408 0.248
H 1.583 4.928 -7.438 0.254
H 2.227 6.212 -6.378 0.252
```

---

This record from the Open Molecules 2025 dataset describes a 2-piece molecular cluster, C4H11BO3 overall. The level of theory is ωB97M-V/def2-TZVPD.

Calculated values
Charge   0
DFT total energy   -11141.562 eV
E_LUMO (alpha / beta)   0.7 / 0.6 eV
HOMO-LUMO gap (alpha / beta)   0.2684 / 0.2729 hartree
Maximum force   0.0845 Eh/bohr
Energy above the lowest of the compared OMol25 structures with the same formula, charge and spin   5.029 eV

```
19
Properties=species:S:1:pos:R:3:nbo_charge:R:1
B 0.091 -0.392 -0.731 1.016
C 1.918 -1.891 -1.408 -0.271
C -2.324 -0.496 -1.171 -0.244
C 0.680 0.968 2.447 -0.274
C -0.299 2.093 0.634 -0.219
O 1.266 -0.877 -0.592 -0.756
O -1.006 -0.996 -1.143 -0.749
O 0.655 2.109 1.603 -0.543
H 2.036 -1.336 -2.480 0.178
H 1.524 -2.889 -1.665 0.200
H 2.905 -1.962 -0.958 0.199
H -2.493 0.565 -1.060 0.186
H -2.772 -0.806 -0.242 0.185
H -2.840 -0.761 -2.082 0.190
H 0.883 0.111 1.687 0.191
H -0.335 0.828 3.047 0.171
H 1.566 0.966 3.198 0.199
H -1.358 1.800 0.937 0.158
H -0.096 2.970 -0.020 0.183
```

---

This record from the Open Molecules 2025 dataset describes C31H34BrCl2F3HfN5O5S as an isolated structure. The level of theory is ωB97M-V/def2-TZVPD.

Calculated values
Charge   +3
DFT total energy   -165749.576 eV
E_LUMO   -8.7 eV
HOMO-LUMO gap   0.2718 hartree
Maximum force   0.0207 Eh/bohr
Energy above the lowest of the compared OMol25 structures with the same formula, charge and spin   2.412 eV

```
83
Properties=species:S:1:pos:R:3:lowdin_charge:R:1
Hf 0.352 -0.232 -0.475 1.709
C -6.292 -3.420 -0.506 -0.015
C -4.857 -2.992 -0.611 -0.221
C -3.862 -3.859 -1.034 0.065
C -2.493 -3.513 -1.127 -0.075
C -1.664 -4.645 -1.473 0.067
N -0.403 -4.943 -1.385 0.131
C 0.768 -4.123 -1.079 -0.159
C 1.555 -4.547 0.163 -0.129
C 2.680 -3.514 0.354 -0.121
N 3.097 -3.414 1.760 0.122
C 3.557 -2.405 2.427 0.059
C 3.672 -0.997 2.116 -0.106
C 4.824 -0.384 2.652 0.062
C 5.144 0.942 2.422 -0.221
C 6.427 1.551 2.908 -0.011
C 4.196 1.702 1.742 0.065
C 3.003 1.165 1.255 -0.133
C 2.033 2.091 0.697 -0.025
N 0.921 1.784 0.128 -0.107
C -0.043 2.845 -0.214 -0.183
C -1.157 2.898 0.844 -0.125
C -1.455 1.533 1.460 -0.206
N -1.568 0.436 0.463 -0.079
C -2.754 -0.055 0.293 -0.034
C -3.119 -1.301 -0.337 -0.119
C -4.452 -1.715 -0.244 0.076
C -2.136 -2.170 -0.850 -0.295
O -0.939 -1.697 -1.077 -0.249
C 2.752 -0.216 1.395 -0.287
O 1.611 -0.745 0.961 -0.247
H -6.470 -4.349 -1.043 0.091
H -6.956 -2.659 -0.914 0.098
H -6.570 -3.576 0.537 0.101
H -4.153 -4.871 -1.293 0.137
H -2.251 -5.492 -1.814 0.157
H -0.182 -5.886 -1.687 0.183
H 0.417 -3.109 -0.966 0.061
H 1.404 -4.154 -1.965 0.141
H 1.971 -5.549 0.047 0.132
H 0.897 -4.549 1.032 0.084
H 2.369 -2.528 0.025 0.076
H 3.567 -3.786 -0.222 0.155
H 3.150 -4.305 2.244 0.182
H 3.974 -2.686 3.391 0.165
H 5.502 -0.987 3.246 0.141
H 6.996 0.850 3.513 0.091
H 6.237 2.443 3.504 0.100
H 7.047 1.845 2.061 0.102
H 4.379 2.763 1.608 0.148
H 2.273 3.149 0.817 0.159
H -0.495 2.609 -1.178 0.098
H 0.461 3.809 -0.300 0.135
H -2.053 3.307 0.377 0.130
H -0.879 3.570 1.656 0.131
H -2.364 1.581 2.060 0.121
H -0.646 1.247 2.136 0.104
H -3.583 0.453 0.790 0.152
H -5.191 -1.014 0.130 0.147
Cl -0.762 -2.498 1.959 0.637
C -0.881 -2.324 3.744 -0.923
Cl -1.812 -0.905 4.180 0.596
H 0.125 -2.226 4.133 0.030
H -1.378 -3.213 4.116 0.043
F -0.578 0.594 -2.461 -0.027
C -0.348 -0.132 -3.686 -0.568
F -1.483 -0.716 -3.954 0.207
F -0.053 0.770 -4.573 0.215
S 1.050 -1.370 -3.433 0.592
O 0.447 -2.647 -3.606 -0.220
O 2.097 -0.919 -4.269 -0.193
O 1.365 -1.129 -1.955 -0.499
Br 4.470 -0.398 -1.557 0.858
C 3.754 0.996 -2.646 -0.715
C 4.537 1.438 -3.697 -0.080
C 4.046 2.481 -4.464 -0.009
C 2.818 3.037 -4.128 -0.023
C 2.130 2.507 -3.056 -0.138
N 2.571 1.477 -2.316 0.011
H 5.492 0.979 -3.904 0.116
H 4.616 2.856 -5.303 0.131
H 2.401 3.862 -4.687 0.123
H 1.167 2.921 -2.776 0.098
```